Density functional theory data (wB97M-V/def2-TZVPD) for 6 unconnected molecules or ions with the total composition C41H33F2N3O22 in a non-equilibrium geometry.

## Properties
E_LUMO = -0.0639 Ha
orbital gap = 7.68 eV
SMILES = CC(C)CC[C@@H](C#N)[C@H](C#N)N(C(=O)F)C(=O)F.O=C1C=C(O)C(=O)C=C1O.O=C1C=C(O)C(=O)C=C1O.O=C1C=C(O)C(=O)C=C1O.O=C1C=C(O)C(=O)C=C1O.O=C1C=C(O)C(=O)C=C1O
charge = 0

Geometry (Å):
C: 7.79007 1.76487 3.29648
C: 6.50602 2.23837 2.57845
C: 6.89104 3.18679 1.43798
C: 5.80206 0.98351 2.06205
C: 4.30848 1.07773 1.69124
C: 3.46651 2.07382 2.53613
C: 3.52678 3.39317 1.91541
N: 3.55894 4.40686 1.37919
C: 2.01434 1.55051 2.61553
C: 1.49405 1.17327 1.30152
N: 1.04590 0.87994 0.28832
N: 1.01658 2.40341 3.33570
C: 1.58475 3.00183 4.48614
O: 1.90565 2.38689 5.44407
F: 1.74750 4.31819 4.41077
C: 0.16163 3.21740 2.51234
O: -0.89709 2.84569 2.15754
F: 0.64193 4.39756 2.18160
H: 7.54960 1.36065 4.27678
H: 8.51230 2.56906 3.38485
H: 8.24601 0.96675 2.71088
H: 5.92805 2.77423 3.33125
H: 7.77241 3.76662 1.70031
H: 6.10565 3.89597 1.19648
H: 7.14403 2.62445 0.54082
H: 6.32823 0.70984 1.14894
H: 5.92848 0.14786 2.74790
H: 3.87277 0.09596 1.87239
H: 4.14034 1.27455 0.63727
H: 3.89155 2.09871 3.53662
H: 2.06686 0.62376 3.18920
O: 3.36849 -1.52245 -0.05502
C: 2.90084 -2.59925 -0.38172
C: 2.26831 -2.85133 -1.66051
C: 1.76498 -4.06663 -1.91716
O: 1.16996 -4.38417 -3.05676
C: 1.83332 -5.18654 -0.91213
O: 1.33483 -6.25154 -1.22331
C: 2.48369 -4.93922 0.36247
C: 2.98870 -3.72563 0.61404
O: 3.60302 -3.40862 1.74791
H: 2.21926 -2.03812 -2.37043
H: 0.89750 -5.31840 -2.97384
H: 2.53577 -5.75331 1.07204
H: 3.86916 -2.47483 1.65144
O: -0.72173 7.72807 -3.56899
C: -0.94167 6.69212 -2.96904
C: -1.17219 6.59120 -1.54335
C: -1.38752 5.38502 -0.99681
O: -1.60238 5.19954 0.29454
C: -1.39654 4.12269 -1.82399
O: -1.58565 3.07398 -1.23971
C: -1.18642 4.23173 -3.25697
C: -0.97437 5.43777 -3.80037
O: -0.77690 5.63778 -5.09590
H: -1.15974 7.50096 -0.96014
H: -1.71792 4.23513 0.42703
H: -1.20997 3.32414 -3.84295
H: -0.65312 6.60303 -5.21484
O: -0.10744 -6.99906 2.61883
C: -1.22173 -7.06648 2.13378
C: -1.48925 -7.38665 0.74489
C: -2.75494 -7.41315 0.30732
O: -3.08942 -7.69311 -0.94431
C: -3.91760 -7.12206 1.21727
O: -5.03161 -7.15761 0.71857
C: -3.65651 -6.82408 2.60917
C: -2.39005 -6.79708 3.04736
O: -2.05786 -6.53331 4.30109
H: -0.64391 -7.58981 0.10104
H: -4.06355 -7.63906 -0.98902
H: -4.50016 -6.63289 3.25670
H: -1.08247 -6.57694 4.33914
O: -7.97573 -8.56598 0.41215
C: -8.13385 -9.57326 1.07224
C: -9.12851 -10.59059 0.77415
C: -9.23902 -11.66059 1.57138
O: -10.11762 -12.63441 1.37307
C: -8.36271 -11.84985 2.78063
O: -8.54960 -12.84714 3.45390
C: -7.35693 -10.84713 3.06888
C: -7.23928 -9.77431 2.27132
O: -6.34324 -8.82268 2.47078
H: -9.75524 -10.44513 -0.09413
H: -9.98002 -13.27329 2.09928
H: -6.72411 -11.00052 3.93143
H: -6.43888 -8.14794 1.75907
O: 1.12121 13.89514 -5.45983
C: 0.74051 12.77573 -5.74739
C: 0.14050 12.42260 -7.02142
C: -0.25709 11.16153 -7.23450
O: -0.81009 10.75129 -8.36763
C: -0.10665 10.08667 -6.18880
O: -0.50762 8.97336 -6.47954
C: 0.50776 10.43694 -4.92127
C: 0.91096 11.69687 -4.71081
O: 1.48473 12.10239 -3.58615
H: 0.03540 13.19976 -7.76489
H: -1.00114 9.80101 -8.24552
H: 0.62209 9.65489 -4.18445
H: 1.66755 13.05458 -3.70343

Cartesian forces (eV/Å) of the 6 atoms listed first:
C -0.4169 -0.1078 -0.3330
C 1.0242 -0.1807 0.1098
C -0.1304 0.1077 0.0809
C -0.5306 0.3261 -0.3274
C -0.1322 -0.1604 0.4746
C 0.1724 -0.3025 -0.6201

Mulliken population analysis, charges in e, atoms 1 to 99: -1.711 1.147 -1.421 -1.393 -0.324 0.206 0.244 -0.644 -0.244 -0.310 -0.454 0.197 0.581 -0.464 -0.210 0.507 -0.432 -0.211 0.388 0.417 0.348 0.186 0.415 0.287 0.282 0.445 0.438 -0.082 0.512 0.852 0.488 -0.463 0.918 -1.053 0.406 -0.576 1.059 -0.642 -0.990 0.342 -0.614 0.470 0.358 0.471 0.303 -0.505 1.044 -1.081 0.430 -0.597 1.130 -0.607 -1.161 0.404 -0.583 0.455 0.301 0.433 0.316 -0.646 1.021 -0.995 0.331 -0.576 1.184 -0.746 -1.023 0.395 -0.580 0.474 0.355 0.435 0.364 -0.596 1.082 -1.079 0.351 -0.570 1.059 -0.629 -0.997 0.273 -0.431 0.424 0.369 0.440 0.300 -0.628 0.938 -0.927 0.222 -0.583 1.072 -0.611 -1.020 0.517 -0.579 0.422 0.360

Density functional theory data (wB97M-V/def2-TZVPD) for a molecular structure, C41H33IrN5O8STe.

## Properties
E_LUMO (alpha / beta) = -0.0011 / -0.0731 Ha
orbital gap (alpha / beta) = 6.45 / 6.26 eV
charge = 0
multiplicity = 6

Geometry (Å):
Ir: -0.41292 -0.08566 0.98416
N: -1.77484 4.58526 6.66378
C: -1.21907 3.51899 6.00223
C: -1.97091 2.78471 5.07701
C: -1.39589 1.74736 4.37209
C: -0.06554 1.41799 4.59149
C: 0.69243 2.12688 5.51598
C: 0.12238 3.17064 6.21380
S: 0.67015 0.10684 3.69703
O: 1.71668 -0.47802 4.47351
O: -0.43936 -0.76145 3.24787
N: 1.14503 0.64132 2.23658
C: 2.29895 1.34968 2.01915
N: 2.89572 1.93730 3.05845
C: 4.02375 2.58412 2.79593
C: 4.56741 2.66460 1.52410
C: 3.87803 1.99612 0.52473
N: 2.75721 1.32794 0.75873
H: -2.77406 4.67974 6.66355
H: -1.30574 4.94161 7.47647
H: -3.01001 3.03990 4.90628
H: -1.98142 1.18839 3.65436
H: 1.72482 1.85102 5.67863
H: 0.71169 3.72637 6.93304
H: 4.50769 3.06374 3.64067
H: 5.48024 3.20615 1.32680
H: 4.23211 1.98745 -0.50163
O: -1.84648 -1.18843 -2.78589
C: -1.92143 -0.36027 -1.88773
O: -0.96959 0.20872 -1.25915
C: -3.34306 0.06501 -1.41493
O: -4.21837 0.30259 -2.19657
O: -2.98744 -0.74559 0.91804
C: -7.21529 1.63524 0.28309
C: -5.71289 1.58333 0.27601
C: -4.97665 2.77228 0.10070
C: -3.57150 2.80189 0.27311
C: -2.87882 4.10474 0.11464
O: -3.46724 5.05986 -0.35272
C: -1.42522 4.22627 0.46150
C: -0.49105 4.30653 -0.56289
C: 0.85924 4.40910 -0.25872
C: 1.27415 4.45788 1.06367
C: 0.33798 4.39688 2.08768
C: -1.00743 4.27405 1.78470
C: -2.88518 1.61360 0.48102
O: -1.67712 1.54762 0.95646
C: -3.60139 0.31312 0.12090
C: -5.05996 0.39510 0.37707
C: -2.55236 -1.90429 0.36026
N: -1.29525 -2.07127 0.43824
C: -0.56730 -3.22391 -0.05750
C: 0.38734 -2.79843 -1.17316
Te: 1.74978 -1.28319 -0.47717
C: 1.88922 -0.19117 -2.26644
C: 1.60774 1.16765 -2.29467
C: 1.73341 1.85901 -3.48882
C: 2.12206 1.20055 -4.64784
C: 2.39873 -0.15643 -4.61291
C: 2.29364 -0.85417 -3.41677
C: -3.58599 -2.82457 -0.15364
C: -3.54560 -3.32647 -1.45090
C: -4.55825 -4.17146 -1.88158
C: -5.58953 -4.52287 -1.02421
C: -5.62779 -4.01685 0.26880
C: -4.63472 -3.15680 0.70289
H: -7.57857 2.56335 0.72344
H: -7.63322 0.79956 0.84494
H: -7.60002 1.57549 -0.73712
H: -5.47966 3.70955 -0.09260
H: -0.82389 4.27875 -1.59342
H: 1.58981 4.45840 -1.05822
H: 2.32857 4.54168 1.29716
H: 0.65544 4.43372 3.12261
H: -1.73698 4.19855 2.58138
H: -5.59678 -0.54005 0.47181
H: -1.25292 -3.98752 -0.43034
H: -0.01715 -3.65228 0.78488
H: -0.16119 -2.35840 -2.00768
H: 0.96249 -3.65923 -1.50865
H: 1.27003 1.67908 -1.40346
H: 1.50235 2.91667 -3.51633
H: 2.20488 1.74636 -5.57860
H: 2.69927 -0.67664 -5.51292
H: 2.52279 -1.91312 -3.39526
H: -2.76683 -3.00514 -2.13083
H: -4.54524 -4.54265 -2.89748
H: -6.37377 -5.18565 -1.36598
H: -6.43731 -4.28517 0.93448
H: -4.66370 -2.74034 1.70175

Cartesian forces (eV/Å) of the 6 atoms listed first:
Ir 0.2057 -0.1760 -0.2971
N -0.0023 0.0861 -0.0117
C 0.0576 -0.0859 -0.0367
C 0.0115 0.0149 -0.0306
C -0.1151 0.0039 -0.0554
C 0.1432 -0.0466 -0.0097

Okay, here come the Mulliken numbers, in e, for every atom: 3.047 -0.509 1.120 -0.946 0.078 -0.386 -0.439 -0.850 1.305 -0.711 -0.833 -0.311 0.053 -0.272 -0.298 -0.999 -0.196 0.360 0.206 0.206 0.307 0.444 0.453 0.327 0.419 0.423 0.475 -0.773 0.027 -0.142 0.400 -0.577 -0.386 -1.843 1.500 -1.599 -0.082 -0.438 -0.670 0.320 -0.485 -0.538 -0.445 -0.539 0.122 0.170 -0.638 2.228 -2.113 -0.008 -0.423 -1.084 -0.711 0.348 0.303 -0.034 -0.624 -0.626 -0.584 -0.530 0.160 0.319 -1.031 -0.551 -0.769 -0.534 0.410 0.413 0.310 0.521 0.437 0.383 0.559 0.353 0.586 0.295 0.549 0.373 0.264 0.620 0.433 0.402 0.396 0.387 0.408 0.425 0.450 0.403 0.435 0.595

Density functional theory data (wB97M-V/def2-TZVPD) for a molecular structure, C41H34Br3N3O4P2Ti in a non-equilibrium geometry.

## Properties
E_LUMO (alpha / beta) = -0.1104 / -0.1124 Ha
orbital gap (alpha / beta) = 7.46 / 7.51 eV
ΔE to the lowest compared entry with this formula, charge and spin = 0.000 eV
charge = +1
multiplicity = 2

Geometry (Å):
Ti: 0.41973 -0.85031 0.50704
C: -2.17192 2.23274 -1.87107
N: -0.98889 2.05926 -1.00224
P: -1.27982 1.70826 0.68116
C: -3.06177 1.84601 0.93376
C: -3.77496 3.04592 0.88886
C: -5.14164 3.04072 1.09299
C: -5.80491 1.84459 1.36162
C: -5.10075 0.65494 1.42927
C: -3.72716 0.65673 1.21275
C: -0.70027 3.22335 1.51385
C: -0.21695 4.32130 0.81299
C: 0.17689 5.46767 1.49297
C: 0.08624 5.52395 2.87411
C: -0.40295 4.43041 3.58107
C: -0.79268 3.28813 2.90367
P: 0.30311 1.01223 -1.48228
C: 0.21679 0.85043 -3.27925
C: 0.16464 1.96450 -4.12404
C: 0.13413 1.80018 -5.49603
C: 0.17298 0.52430 -6.04835
C: 0.24607 -0.58513 -5.22490
C: 0.26424 -0.41945 -3.84522
C: 1.85427 1.94754 -1.24455
C: 2.26374 2.22421 0.05989
C: 3.48096 2.82972 0.31595
C: 4.33666 3.13600 -0.73465
C: 3.96356 2.82766 -2.03283
C: 2.73341 2.23425 -2.28530
H: -2.66310 3.17555 -1.63960
H: -2.90070 1.42827 -1.74665
H: -1.87207 2.26358 -2.91174
H: -3.25790 3.98151 0.71125
H: -5.69612 3.96865 1.05473
H: -6.87407 1.85120 1.52771
H: -5.61340 -0.27084 1.65485
H: -3.16349 -0.26840 1.26198
H: -0.14865 4.27739 -0.26603
H: 0.55691 6.31512 0.93802
H: 0.38913 6.41837 3.40155
H: -0.48529 4.47330 4.65886
H: -1.18356 2.44777 3.46865
H: 0.15569 2.96274 -3.70251
H: 0.08692 2.66603 -6.14236
H: 0.15234 0.40136 -7.12273
H: 0.28911 -1.57916 -5.64938
H: 0.32845 -1.29033 -3.21552
H: 1.63661 1.97808 0.90908
H: 3.76647 3.05478 1.33513
H: 5.29464 3.59915 -0.54077
H: 4.63005 3.04111 -2.85736
H: 2.47795 1.99615 -3.30961
C: 3.65372 -2.38324 2.25519
C: 2.42240 -3.24246 2.30246
C: 2.56633 -4.57583 2.76882
C: 1.47149 -5.35493 2.95766
C: 0.18555 -4.82181 2.70072
C: -1.03718 -5.50848 2.93107
Br: -1.03380 -7.27731 3.57695
C: -2.22800 -4.89098 2.69677
C: -2.26570 -3.56775 2.19382
Br: -3.96303 -2.81077 1.92299
C: -1.11372 -2.88324 1.91135
O: -1.07877 -1.65119 1.39698
C: 0.12902 -3.51640 2.19907
N: 1.24341 -2.74149 1.98503
H: 4.15449 -2.43602 3.22341
H: 3.41932 -1.35202 2.01589
H: 4.35785 -2.73845 1.50304
H: 3.55880 -4.94359 2.98838
H: 1.56403 -6.36763 3.32550
H: -3.16041 -5.40227 2.88677
Br: -2.38848 -1.84164 -1.50171
C: -0.77727 -2.78901 -1.63170
C: -0.70784 -3.90928 -2.46356
C: 0.53313 -4.46444 -2.70525
C: 1.67903 -3.88121 -2.15958
C: 1.51139 -2.80751 -1.32061
N: 0.29611 -2.30546 -1.03371
C: 2.68519 -2.00351 -0.74613
O: 3.81995 -2.30589 -0.99461
O: 2.26699 -0.98595 -0.02744
H: -1.60899 -4.28934 -2.92093
H: 0.61953 -5.32934 -3.34941
H: 2.67815 -4.22943 -2.37755
O: 0.89252 0.13901 2.57139
H: 1.78985 0.01037 2.89615
H: 0.30618 -0.27299 3.21403

Cartesian forces (eV/Å) of the 6 atoms listed first:
Ti -0.0784 0.4820 1.3936
C 0.0735 0.2651 -0.0047
N -0.2321 -0.6097 -0.1086
P 0.3697 0.2018 -0.1235
C -0.1319 -0.1970 0.0197
C 0.0786 0.0139 0.0499

Okay, here come the Mulliken numbers, in e, for every atom: 0.790 -0.984 0.463 1.094 -0.040 -0.491 -0.768 -0.683 -0.543 0.830 0.165 -0.147 -0.734 -0.631 -0.642 -0.641 2.559 -0.560 -0.269 -0.766 -0.769 -0.738 -0.526 0.938 -0.091 -1.422 -0.725 -0.823 -0.934 0.298 0.339 0.405 0.488 0.421 0.405 0.294 -0.871 0.359 0.464 0.404 0.450 0.378 0.549 0.444 0.406 0.464 0.404 0.084 0.507 0.427 0.457 0.370 -1.592 0.946 -1.141 -0.988 0.769 -0.167 -0.199 -0.420 0.022 -0.127 -0.304 0.222 -0.012 0.812 0.536 0.052 0.308 0.521 0.395 0.467 0.048 -0.136 -0.691 -0.792 -0.759 0.383 1.273 0.184 -0.662 -0.461 0.552 0.489 0.620 -0.496 0.237 0.250

> What is the charge in the third record?

+1

> The highest charge belongs to which entry?

C41H34Br3N3O4P2Ti

> Which of these has the highest charge?

C41H34Br3N3O4P2Ti

> Which of these has the highest charge?

C41H34Br3N3O4P2Ti